129
Properties=species:S:1:pos:R:3:forces:R:3:lowdin_charge:R:1 method="wB97M-V/def2-TZVPD" e_homo_ev=-10.2 energy_ev=-128349.3408 molar_mass_da=1145.0 spin_multiplicity=1 gap_ha=0.231 total_charge=+1
Y 0.6194 -0.5011 -0.6307 -0.72 -0.05 -0.11 1.356
S -2.1331 2.5530 0.1360 0.06 0.10 -0.03 0.882
P 0.0429 3.9414 1.6255 0.02 0.07 -0.02 1.106
P -2.3643 -0.5374 0.8347 0.11 0.07 0.03 1.059
P -1.3423 -1.7007 -2.8754 0.02 0.01 -0.05 0.898
Si 2.4996 -3.7557 0.3541 0.06 0.04 0.03 0.399
O 2.5984 -1.4518 -4.4477 0.00 0.00 -0.02 0.134
O -2.6317 3.9342 -0.0861 -0.03 0.01 -0.02 -0.470
O 2.6117 0.2701 -0.6977 0.40 0.00 0.05 -0.177
O 4.5353 2.1221 0.3172 -0.05 -0.06 0.03 0.107
O 8.3187 -1.4668 -2.3722 0.03 0.08 -0.06 0.104
O 7.1979 -2.3560 -3.9885 0.02 0.07 -0.06 0.101
O 5.6482 0.5974 1.3687 -0.11 -0.04 0.02 0.111
O 1.4171 -0.5119 -2.9412 0.18 -0.18 0.22 -0.128
N 7.2968 -1.6819 -2.9864 -0.05 -0.22 0.15 -0.350
N 5.0348 1.0215 0.4124 0.19 0.10 -0.04 -0.326
N 0.8372 -0.4892 1.8742 0.12 0.01 -0.04 -0.111
N 2.5110 -0.9504 -3.3575 0.06 0.13 0.01 -0.276
N 2.1940 -0.6167 2.3354 0.01 -0.01 -0.09 0.010
C -0.3734 2.1204 -2.0486 -0.12 -0.18 0.10 -0.116
C -4.5410 -0.4767 -1.0018 0.02 -0.04 -0.02 -0.080
C 6.0593 -1.1108 -2.4377 -0.09 0.10 -0.03 -0.119
C 2.6858 4.3130 4.6809 0.02 -0.02 -0.01 -0.072
C -3.4812 0.2015 -0.4157 0.09 0.06 -0.04 -0.372
C -2.1567 -0.1557 3.5672 -0.01 0.02 -0.02 -0.111
C -4.0335 -2.3332 -3.5489 0.00 -0.02 -0.04 -0.109
C 1.7158 3.3088 -0.6458 -0.02 0.05 0.03 -0.067
C 4.9544 0.1631 -0.7747 0.11 0.01 0.01 -0.074
C 4.2341 -3.0214 0.3693 0.02 0.07 -0.09 -0.164
C -1.6449 -0.5176 -4.2348 -0.06 0.01 0.04 -0.262
C 0.4918 3.1377 0.0021 0.00 -0.02 -0.04 -0.340
C -3.3681 1.4379 4.8925 0.00 -0.01 0.00 -0.066
C -5.2456 -4.1345 -2.5078 0.01 -0.01 0.03 -0.067
C 1.5357 7.6459 0.5918 0.00 0.02 0.00 -0.074
C 1.6883 4.5487 3.7523 0.02 -0.02 -0.03 -0.101
C -4.0483 1.8546 3.7585 -0.01 0.00 0.00 -0.055
C -4.6775 -3.6921 2.0662 0.00 0.01 0.00 -0.056
C 1.2635 -2.7480 -0.6035 0.07 -0.21 -0.09 -0.393
C -5.0431 1.4303 -2.3927 0.01 0.00 0.00 -0.045
C -4.2872 -2.4289 1.6575 0.00 -0.03 -0.01 -0.081
C -0.3691 -2.9956 -3.7343 0.02 0.01 -0.02 -0.242
C 4.8768 -1.3097 -3.0987 0.07 -0.01 -0.03 0.099
C 0.3724 8.3880 0.4231 -0.01 -0.02 0.00 -0.077
C -0.9417 6.4522 0.9770 -0.04 -0.02 -0.03 -0.095
C 3.5140 3.2027 4.5502 0.00 0.02 0.03 -0.074
C 3.6736 -0.0905 -1.3202 -0.23 0.03 -0.09 -0.265
C -0.5381 2.5006 -0.7136 -0.08 0.13 -0.03 -0.398
C 1.4591 6.3111 0.9512 0.03 0.00 0.03 -0.097
C -2.9242 -2.6028 -2.7552 0.07 -0.08 0.04 -0.394
C -2.4280 0.4215 4.7978 0.00 -0.01 0.00 -0.067
C -5.3243 0.1429 -1.9713 0.00 -0.02 0.00 -0.060
C -3.2051 1.5072 -0.8595 -0.03 -0.07 0.10 -0.400
C -0.8634 7.7919 0.6185 0.01 0.00 0.00 -0.072
C -2.9818 -3.6703 -1.8601 0.01 0.02 0.00 -0.111
C 2.3419 2.5753 2.5480 -0.06 0.01 0.03 -0.128
C -5.1862 -3.0980 -3.4267 -0.01 0.02 -0.01 -0.079
C 1.5129 3.6829 2.6679 -0.02 -0.02 -0.01 -0.393
C -2.0643 -3.2501 1.2632 0.03 -0.01 0.02 -0.136
C 6.1169 -0.3549 -1.2696 0.00 0.04 0.03 0.107
C 1.8851 2.9325 -1.9690 0.02 0.03 0.00 -0.045
C -4.1346 -4.4261 -1.7262 -0.01 0.00 -0.01 -0.067
C -2.4476 -4.5140 1.6936 -0.02 -0.01 0.00 -0.067
C -3.7751 1.2777 2.5268 0.00 -0.02 -0.01 -0.105
C -3.7582 -4.7366 2.0839 0.01 -0.01 0.00 -0.067
C -2.8110 0.2824 2.4162 -0.04 -0.02 -0.01 -0.381
C -3.9802 2.1227 -1.8251 0.00 0.01 -0.02 -0.063
C 3.3378 2.3344 3.4869 0.04 -0.02 -0.01 -0.085
C 1.8743 -3.9340 2.1348 0.00 -0.07 0.05 -0.177
C 0.8430 2.3495 -2.6782 0.02 0.00 0.07 -0.075
C 2.6963 -5.4648 -0.3844 -0.08 -0.04 0.01 -0.186
C -2.9786 -2.2053 1.2253 -0.04 0.06 0.00 -0.378
C 0.2185 5.7023 1.1399 0.03 -0.09 0.03 -0.368
C 3.7026 -0.7943 -2.5572 -0.05 0.02 0.01 -0.046
H -1.4608 -0.9871 3.5185 0.02 0.01 0.01 0.092
H 2.5026 8.1115 0.4519 0.00 0.00 0.00 0.106
H 1.7497 -6.0112 -0.3657 0.01 -0.02 -0.01 0.030
H 0.5484 -2.5784 -4.1450 -0.02 -0.01 0.01 0.018
H -1.2080 1.6919 -2.5923 0.01 0.03 -0.01 0.088
H -2.4231 0.1932 -3.9485 0.01 0.01 0.00 0.035
H -3.7780 3.1562 -2.0773 -0.01 0.01 0.01 0.119
H -0.7228 0.0269 -4.4360 0.01 -0.01 -0.01 0.031
H -5.6949 -3.8606 2.3938 0.00 0.00 0.00 0.113
H -5.6616 1.9084 -3.1407 0.00 0.00 0.00 0.116
H -1.7707 8.3688 0.4965 0.00 0.00 -0.01 0.107
H 0.4337 9.4321 0.1451 0.00 0.00 0.01 0.106
H -4.7952 2.6341 3.8283 0.00 0.00 0.00 0.114
H 2.2321 1.8938 1.7138 0.06 -0.01 -0.02 0.060
H 4.6898 -3.1440 -0.6193 -0.02 0.00 0.01 0.033
H -4.3267 1.6071 1.6546 0.00 0.02 -0.01 0.102
H 0.2554 -1.2415 2.2430 -0.04 -0.01 -0.03 0.041
H -4.0184 -1.5222 -4.2646 0.00 0.01 0.00 0.098
H -1.9531 -1.0331 -5.1450 0.01 0.01 0.00 0.058
H 2.5864 -1.4379 1.8868 0.00 0.08 0.00 0.022
H 4.8561 -1.8598 -4.0278 0.02 0.00 0.00 0.142
H 3.9847 1.4752 3.3694 0.01 0.00 -0.03 0.089
H 2.2060 -0.7804 3.3382 -0.02 0.00 -0.02 0.101
H -4.7558 -1.5004 -0.7228 -0.03 0.02 0.02 0.097
H -6.1599 -0.3964 -2.3972 0.00 -0.01 0.00 0.113
H -3.5800 1.8929 5.8506 0.00 0.00 0.00 0.111
H -6.0405 -2.8823 -4.0560 0.00 0.00 0.01 0.111
H 1.0442 5.4132 3.8637 0.00 0.00 0.00 0.110
H 4.8570 -3.5797 1.0724 0.01 -0.01 0.00 0.048
H -1.9049 5.9781 1.1121 -0.01 0.00 0.01 0.087
H 2.5901 -3.5732 2.8769 0.01 -0.03 -0.01 0.029
H 4.2957 3.0210 5.2759 0.00 0.00 0.00 0.106
H -2.1136 -3.9195 -1.2627 0.01 0.01 0.02 0.087
H -6.1480 -4.7238 -2.4115 0.00 0.00 0.00 0.110
H 0.3364 -3.3415 -0.5149 -0.04 0.06 -0.03 -0.028
H 2.3722 5.7508 1.1153 -0.01 0.00 -0.01 0.103
H -1.0413 -3.0787 0.9507 0.03 -0.02 0.01 0.051
H 2.8388 3.1059 -2.4514 0.00 0.00 0.00 0.125
H -0.9654 -3.4151 -4.5451 0.00 0.01 -0.01 0.062
H 0.4582 0.3710 2.2720 0.08 0.04 0.00 0.078
H 7.0585 -0.1848 -0.7654 0.01 -0.01 -0.02 0.150
H 1.5312 -2.8788 -1.6682 0.04 0.04 0.04 -0.019
H 4.3242 -1.9630 0.6262 -0.10 -0.08 0.12 0.008
H 3.4344 -6.0574 0.1606 0.00 -0.01 0.01 0.036
H 3.0209 -5.4055 -1.4262 0.01 0.01 0.01 0.032
H -4.1620 -5.2443 -1.0185 0.00 -0.01 0.00 0.107
H 2.8185 4.9947 5.5110 0.00 0.00 0.00 0.108
H 2.5412 3.7658 -0.1164 -0.01 0.00 0.01 0.105
H 0.9293 -3.4097 2.3024 -0.02 0.00 0.00 -0.002
H -4.9949 -1.6091 1.6941 -0.01 0.00 -0.01 0.117
H -1.7226 -5.3175 1.7254 0.00 0.00 0.00 0.112
H 1.6914 -4.9868 2.3624 0.00 0.01 0.01 0.035
H -0.1149 -3.7906 -3.0345 -0.02 -0.02 -0.01 0.037
H 0.9743 2.0757 -3.7166 -0.02 0.01 -0.01 0.117
H -4.0645 -5.7190 2.4189 0.00 0.00 0.00 0.112
H -1.9136 0.0711 5.6829 0.00 0.00 0.00 0.110